1.
ORCA calculation (ωB97M-V/def2-TZVPD) on a structure of composition C11H21N3O3Zn in a non-equilibrium geometry.

ORCA input file:
```
! RIJCOSX wB97M-V def2-TZVPD def2/J DEFGRID3
* xyz 2 1
H 0.9493 1.0385 1.3704
H -0.4955 2.4006 -0.4599
H 2.5266 -3.1527 1.5076
H 1.1569 2.6293 0.5936
C 1.0984 0.1290 -1.0446
H -4.6232 0.1105 -0.5889
H 3.5373 2.5256 1.1160
H -3.8411 -1.0081 -1.6462
H 1.6294 -0.3204 -1.8728
H 1.4767 -3.0742 -0.5310
H 2.4729 2.8102 2.4409
C -2.9964 -0.9285 1.0070
O -2.1033 1.5664 1.1276
H -0.0373 -0.9278 0.5591
H 0.1519 1.2106 -2.6178
H -3.7042 -0.3783 1.6040
O -0.7653 -0.5183 -2.1595
O -0.9685 -2.6199 -1.4357
N 2.0551 1.0200 -0.4107
C 1.6084 1.6710 0.8060
C 0.5838 -1.0892 -0.3123
C 2.7646 2.0764 1.7130
H 3.1961 1.1769 2.2089
H -2.1321 -1.2269 1.5700
C -1.9415 1.0151 0.0749
C -1.0332 1.6199 -0.9579
H -1.6597 2.1065 -1.6865
H -3.5589 0.7214 -1.8343
N -2.5941 -0.2124 -0.1975
H -3.4820 -1.8293 0.6811
H 2.2952 -1.5042 1.7687
Zn 4.2093 -1.5844 2.1044
C -0.4558 -1.5532 -1.3497
H 2.5810 -1.7276 -0.5035
H 2.3735 1.7093 -1.0734
N 1.8996 -2.3540 1.3641
C -0.1399 0.6692 -1.7343
C 1.6755 -2.1233 -0.0683
C -3.7098 -0.0735 -1.1327
*
```

Computed properties:
orbital gap: 2.334 eV
LUMO level: -12.72 eV
maximum force: 1.9 eV/A
E_tot: -2600.21612 Ha

2.
ORCA calculation (ωB97M-V/def2-TZVPD) on an isolated molecule of C11H21N3O4 in a non-equilibrium geometry.

ORCA input file:
```
! RIJCOSX wB97M-V def2-TZVPD def2/J DEFGRID3
* xyz 0 1
H -1.7275 2.0806 1.4360
H 1.8901 -0.5230 -1.0575
C -1.7345 3.4959 -0.1967
H 0.9701 -0.4420 1.6676
H -5.3223 1.8422 2.1299
O 2.2743 -2.2829 -2.7320
O 0.0842 -2.8383 -2.3602
H -4.2437 0.5812 1.8066
C 1.1356 -1.2906 -0.8530
H 3.9875 1.2860 1.0335
H -1.7593 4.3386 0.5407
H -2.4368 3.8115 -1.0136
H -3.7116 1.9422 2.8148
N 3.0866 0.8552 1.2957
O 0.4244 1.4102 -0.0528
O 4.1730 -1.0699 1.7587
N -2.7399 -0.2236 -0.2131
C -2.2461 2.2274 0.4388
H -0.7290 3.3283 -0.5853
H -3.6683 0.0015 -0.5386
H 2.2501 1.2616 0.8683
H -2.0981 1.2462 -1.4763
C -0.4284 0.6079 -0.3791
C 1.5497 -2.1042 0.4085
H -3.9097 3.4361 0.7778
C -4.2837 1.6728 1.9193
H -1.0061 -1.1615 -0.9723
H 0.2928 -3.3098 -3.1792
H -2.7751 -0.4845 0.7706
H 0.8232 -2.9143 0.6096
C -3.7704 2.3534 0.6697
C 1.7493 -1.1879 1.6271
H 2.4758 -2.6368 0.2465
C 3.1280 -0.4768 1.5990
C 1.2389 -2.1885 -2.0748
H 1.7034 -1.8053 2.5477
C -1.9195 0.9719 -0.4168
H -4.3738 2.1037 -0.2463
N -0.1740 -0.6635 -0.7315
*
```

Computed properties:
orbital gap: 9.965 eV
LUMO level: 0.49 eV
maximum force: 2.6 eV/A
E_tot: -897.04615 Ha

3.
ORCA calculation (ωB97M-V/def2-TZVPD) on an isolated molecule of C11H21N5O3 in a non-equilibrium geometry.

ORCA input file:
```
! RIJCOSX wB97M-V def2-TZVPD def2/J DEFGRID3
* xyz 0 1
C -0.0824 -0.3915 0.6241
H -3.1191 -1.6823 0.0456
N -2.1833 0.2220 1.6592
C 2.9086 -0.3733 0.8183
C 0.3648 0.1487 3.0291
H 1.6727 1.4360 0.3867
H 3.4106 0.9873 2.7119
H -2.1386 0.4781 -0.8319
C -1.4604 -0.9225 0.9815
C -2.5779 -0.4524 -1.3464
O 2.5996 -0.8112 -0.4442
H -0.5168 0.8330 3.1445
N -0.6380 -0.7073 -3.0387
H 0.2427 2.3471 -3.1874
C 2.4535 1.3578 2.4856
H -1.4204 -1.7163 1.7043
H -2.9224 -0.0352 2.2769
H -0.3100 -1.6229 -3.2282
C -2.1238 -1.4478 -0.3129
H -2.2889 -1.6182 -3.0752
O 0.2651 -0.1885 -0.5865
O 3.7724 -0.7727 1.5536
H -3.7376 -0.3230 -1.4874
N 0.6230 0.0759 1.5984
N -0.4971 1.6076 -3.2932
N 1.4089 -0.0089 -3.5632
C 1.9503 0.8080 1.3285
H 2.3352 2.5076 2.3823
H 1.5339 1.7084 4.5358
H 1.9298 -0.1902 -0.7670
H -2.4874 1.0080 1.0743
H -1.5552 -2.3913 -0.6583
C 1.6261 0.8513 3.6894
H 0.1963 -0.7492 3.6798
H 1.2419 -0.5642 -4.3902
H 1.9152 0.7592 -4.0876
C 0.0679 0.4240 -3.2718
H -2.6296 0.0277 -3.4751
C -2.0222 -0.6131 -2.7773
H 2.1927 -0.0053 4.1126
*
```

Computed properties:
orbital gap: 9.118 eV
LUMO level: 0.68 eV
maximum force: 8.2 eV/A
E_tot: -931.16471 Ha

4.
ORCA calculation (ωB97M-V/def2-TZVPD) on a cluster of 2 separate species, C11H21O6P2SSi in total.

ORCA input file:
```
! RIJCOSX wB97M-V def2-TZVPD def2/J DEFGRID3
* xyz 1 1
H 3.4491 -1.0062 -1.2346
H 1.2228 1.2001 0.7314
H 2.4616 -2.3988 1.5126
H 0.1341 0.0919 2.9462
H 2.5887 2.6395 2.9856
H 0.8802 2.8379 1.3377
H -4.8163 -1.7918 -3.7098
C 5.4757 -0.5411 1.0363
H -0.8193 0.7377 -0.0808
C -5.3144 0.2261 -4.3996
H 5.9133 0.1392 0.3016
O -6.1015 -0.1430 -5.2388
H 5.9587 -0.3531 1.9969
C 2.3441 1.6763 2.5356
O 0.0407 -2.0034 0.9673
P -1.8139 0.5690 0.9008
O -2.6564 1.4834 -1.5655
C -5.0329 1.6712 -4.1858
H -5.5722 2.3593 -4.8241
C -4.5909 -0.7472 -3.5373
C 2.9038 -0.3014 -0.6003
H 2.9922 0.6794 -1.0774
S -0.3955 1.2446 2.4952
H -3.9398 3.1149 -3.0802
O -2.2694 -2.0567 -0.1430
C -4.1667 2.0719 -3.2597
H 2.1266 0.9874 3.3647
O -2.0648 -2.0758 2.4196
C -3.7240 -0.3438 -2.6113
H -1.5122 -2.1253 3.2031
H 3.4541 -2.0008 2.9109
O 3.4319 1.2337 1.7952
H 5.7124 -1.5621 0.7263
C -3.4516 1.0941 -2.4101
H 0.5653 -2.0833 1.7710
H 1.8980 -1.2182 2.7129
C 2.7789 -1.5771 2.1642
C 1.1041 1.8101 1.6250
H 1.8517 -0.6001 -0.6372
P -1.4993 -1.6121 1.0119
Si 3.6527 -0.2856 1.1117
H -3.1996 -1.0408 -1.9685
*
```

Computed properties:
orbital gap: 8.521 eV
LUMO level: -3.88 eV
maximum force: 0.5 eV/A
E_tot: -2253.41411 Ha

5.
ORCA calculation (ωB97M-V/def2-TZVPD) on an isolated molecule of C11H21P in a non-equilibrium geometry.

ORCA input file:
```
! RIJCOSX wB97M-V def2-TZVPD def2/J DEFGRID3
* xyz 0 1
C 3.3283 0.1691 0.9724
H 0.7421 -2.3083 0.9724
H -3.1175 -3.3776 -1.0253
H 3.6347 1.9536 -1.5004
H -0.7156 1.9889 1.4779
H 2.1203 2.6774 0.1557
H -1.7493 -0.1203 -1.6212
H -0.2268 -1.4779 2.1606
C -3.2608 -2.2753 -0.9812
P -3.2145 2.1259 0.6469
C -1.2584 -0.7058 -0.7151
H 3.9602 -0.6442 0.4520
H 1.6779 -1.4261 2.2371
H 2.2210 1.9076 -2.5235
H -1.8829 -2.3266 0.7593
H 3.0586 0.3957 -1.7278
H -0.5000 -1.1333 -1.3969
C 0.8014 -1.4717 1.6491
H -3.3611 -1.6637 -1.8639
C 0.8412 -0.2672 0.7587
H 4.0814 1.0342 1.1876
C -1.2933 1.3400 0.7707
C 1.7695 1.7451 -0.4834
H -3.5362 1.9991 -0.6264
H -4.3019 -2.3815 -0.5684
C 2.6468 1.4629 -1.6525
H 0.7836 1.6240 -0.9010
H 3.1279 -0.4213 1.8581
C -2.2741 -1.6212 -0.0055
H -2.8566 -0.7931 0.5718
C -0.6314 0.2559 0.2693
C 1.9278 0.5230 0.4289
H -2.5420 3.2126 0.2639
*
```

Computed properties:
orbital gap: 9.375 eV
LUMO level: 0.92 eV
maximum force: 4.3 eV/A
E_tot: -772.89494 Ha

6.
ORCA calculation (ωB97M-V/def2-TZVPD) on a structure of composition C11H22CaCl3F4MgN2NaO14PS2 in a non-equilibrium geometry.

ORCA input file:
```
! RIJCOSX wB97M-V def2-TZVPD def2/J DEFGRID3
* xyz 1 1
O 0.8505 -2.5231 5.2871
H -1.1598 -0.9021 -2.4424
H -2.6638 -2.7416 -5.2744
N -2.2706 1.1726 -3.2902
H -3.6687 -1.3175 -6.7892
H 2.8973 1.2531 -6.0942
H -0.5682 -2.5257 6.7873
O 2.4053 3.0754 4.4586
O -2.8297 0.0324 6.5890
H -1.1729 -2.7217 -6.2398
F 0.6888 -1.1550 2.7357
C 3.9833 1.6075 -1.7229
H 3.4118 1.0457 -0.9788
H -4.6669 -0.8943 6.4565
C 4.5132 0.2525 -3.4235
H -2.2804 -0.8661 -7.4926
F -1.3970 -1.4609 3.1632
C -0.3775 -2.6830 5.7042
O 4.4440 -0.3770 -4.4101
Ca 7.6510 1.6347 -0.9026
P -2.1407 -0.5592 -3.4161
F -0.2933 -2.9197 2.0236
H 6.1051 2.0745 -2.0860
O 0.2304 -0.9666 -0.2562
C -1.3712 -0.9271 -5.0415
H -1.2955 1.5024 -3.2799
O 5.5516 0.1393 -2.5025
F 5.8466 0.9301 -0.4078
H -2.6315 1.4586 -4.2239
H -1.4241 -0.0058 -5.6377
C -2.0057 -2.0968 -5.8798
H -3.3880 -1.1673 -3.1921
H 2.3789 -0.4400 -5.9788
H -3.5924 -1.1818 5.0739
O -4.0660 1.8264 6.1058
Cl 1.1790 0.7447 -7.6211
O 1.4993 1.4211 2.9864
S -0.8852 -0.7138 0.6513
O 3.6121 1.1796 -3.0319
O -2.1349 -1.3208 0.2125
H -1.1416 -2.0028 5.2500
C 5.4462 1.2740 -1.6890
O -1.0154 0.6691 1.0407
H -5.4965 0.8134 4.9747
C -3.0418 1.3433 6.8381
N -2.7505 -1.6576 -7.0622
O 1.3474 1.1181 5.3499
H -0.8459 -3.6745 5.5103
H -0.3090 -1.1129 -4.8547
Mg -4.4038 1.6800 -4.4380
C -3.9249 -0.4397 5.7969
C -0.4499 -1.5976 2.2067
Na 0.4818 2.7391 6.6635
Cl 1.0003 0.9981 -4.7174
C -4.4228 0.8236 5.1464
Cl 5.3538 1.3103 4.7584
H 3.7884 2.6698 -1.5852
C 2.0449 0.5844 -6.0899
H -3.9149 1.0390 4.2043
O 3.5209 0.9004 4.2206
S 2.1688 1.6452 4.2498
O -2.3998 1.9935 7.6070
*
```

Computed properties:
orbital gap: 1.323 eV
LUMO level: -6.55 eV
maximum force: 5.7 eV/A
E_tot: -5552.29939 Ha

Question: Which of these has the highest LUMO level?
Answer: C11H21P

Question: What is the formula in the fourth record?
Answer: C11H21O6P2SSi

Question: LUMO level of number 6 (C11H22CaCl3F4MgN2NaO14PS2)?
Answer: -6.55 eV

Repeat the fourth record exactly.
ORCA calculation (ωB97M-V/def2-TZVPD) on a cluster of 2 separate species, C11H21O6P2SSi in total.

ORCA input file:
```
! RIJCOSX wB97M-V def2-TZVPD def2/J DEFGRID3
* xyz 1 1
H 3.4491 -1.0062 -1.2346
H 1.2228 1.2001 0.7314
H 2.4616 -2.3988 1.5126
H 0.1341 0.0919 2.9462
H 2.5887 2.6395 2.9856
H 0.8802 2.8379 1.3377
H -4.8163 -1.7918 -3.7098
C 5.4757 -0.5411 1.0363
H -0.8193 0.7377 -0.0808
C -5.3144 0.2261 -4.3996
H 5.9133 0.1392 0.3016
O -6.1015 -0.1430 -5.2388
H 5.9587 -0.3531 1.9969
C 2.3441 1.6763 2.5356
O 0.0407 -2.0034 0.9673
P -1.8139 0.5690 0.9008
O -2.6564 1.4834 -1.5655
C -5.0329 1.6712 -4.1858
H -5.5722 2.3593 -4.8241
C -4.5909 -0.7472 -3.5373
C 2.9038 -0.3014 -0.6003
H 2.9922 0.6794 -1.0774
S -0.3955 1.2446 2.4952
H -3.9398 3.1149 -3.0802
O -2.2694 -2.0567 -0.1430
C -4.1667 2.0719 -3.2597
H 2.1266 0.9874 3.3647
O -2.0648 -2.0758 2.4196
C -3.7240 -0.3438 -2.6113
H -1.5122 -2.1253 3.2031
H 3.4541 -2.0008 2.9109
O 3.4319 1.2337 1.7952
H 5.7124 -1.5621 0.7263
C -3.4516 1.0941 -2.4101
H 0.5653 -2.0833 1.7710
H 1.8980 -1.2182 2.7129
C 2.7789 -1.5771 2.1642
C 1.1041 1.8101 1.6250
H 1.8517 -0.6001 -0.6372
P -1.4993 -1.6121 1.0119
Si 3.6527 -0.2856 1.1117
H -3.1996 -1.0408 -1.9685
*
```

Computed properties:
orbital gap: 8.521 eV
LUMO level: -3.88 eV
maximum force: 0.5 eV/A
E_tot: -2253.41411 Ha